[1]
An isolated molecule of C18H39NO2, computed with ωB97M-V/def2-TZVPD.

Geometry as XYZ:
```
60
C18H39NO2, DFT ωB97M-V/def2-TZVPD
C 4.5392 1.4105 -1.2726
C 3.1287 1.9822 -1.3638
C 2.8028 2.8589 -0.1555
C 1.4766 3.6097 -0.2903
C 0.2263 2.7297 -0.2297
C -0.0687 2.2116 1.1780
C -1.3518 1.3786 1.2551
C -2.6197 2.2275 1.1536
C -3.9160 1.4097 1.2438
C -4.5471 1.0727 -0.1104
C -3.7365 0.1364 -1.0079
C -3.6290 -1.2807 -0.4477
C -2.8979 -2.2457 -1.3840
C -1.3901 -2.0117 -1.4919
C -0.6355 -2.4053 -0.2237
C 0.8571 -2.0859 -0.3222
O 1.0774 -0.7013 -0.5046
C 1.6071 -2.6169 0.9189
N 1.3919 -4.0510 1.0121
C 3.1035 -2.2345 0.8686
O 3.3283 -0.8642 1.0507
H 4.7441 0.7621 -2.1217
H 5.2758 2.2118 -1.2694
H 4.6614 0.8331 -0.3592
H 2.4122 1.1627 -1.4370
H 3.0409 2.5809 -2.2742
H 2.8016 2.2468 0.7478
H 3.5996 3.5989 -0.0425
H 1.4813 4.1441 -1.2439
H 1.4119 4.3592 0.5028
H 0.3374 1.8906 -0.9180
H -0.6221 3.3258 -0.5716
H -0.1558 3.0605 1.8609
H 0.7739 1.6076 1.5237
H -1.3711 0.8455 2.2104
H -1.3507 0.6351 0.4574
H -2.5996 2.9578 1.9662
H -2.6169 2.7858 0.2166
H -3.7345 0.4936 1.8078
H -4.6550 1.9864 1.8052
H -4.7196 2.0077 -0.6500
H -5.5246 0.6176 0.0713
H -4.2313 0.0859 -1.9818
H -2.7462 0.5597 -1.1731
H -4.6401 -1.6616 -0.2821
H -3.1294 -1.2626 0.5207
H -3.0630 -3.2682 -1.0356
H -3.3382 -2.1627 -2.3806
H -1.1902 -0.9647 -1.7258
H -1.0033 -2.6061 -2.3230
H -0.7432 -3.4724 -0.0328
H -1.0403 -1.8704 0.6387
H 1.2792 -2.5565 -1.2183
H 0.5931 -0.2278 0.1855
H 1.1704 -2.1579 1.8158
H 1.8286 -4.4156 1.8517
H 1.8211 -4.5155 0.2178
H 3.5293 -2.5769 -0.0887
H 3.6342 -2.7413 1.6817
H 2.8284 -0.4067 0.3548
```

Results
Kohn-Sham gap = 10.183 eV
SMILES = CCCCCCCCCCCCCCC[C@@H](O)[C@@H](N)CO
Lowest unoccupied orbital energy = 1.0 eV

[2]
A structure of composition C18H40BFN2NbO14P2, computed with ωB97M-V/def2-TZVPD.

Geometry as XYZ:
```
79
C18H40BFN2NbO14P2, DFT ωB97M-V/def2-TZVPD
C 4.1616 -3.0284 -0.1265
B 2.9713 -1.9745 -0.1734
O 3.2927 -0.6422 0.1483
Nb 0.7375 -2.4075 -0.7228
C 1.3228 -1.8790 -2.8617
O 2.4233 -2.7609 -3.2236
O 1.8598 -3.9831 -3.6324
C -1.3402 -2.9101 -1.5461
C -2.3605 -3.2915 -0.5218
O -2.8474 -4.3704 -0.4580
F -2.7865 -2.3344 0.3589
N 0.2093 -0.3869 -0.2432
C -0.6407 0.1087 -0.9568
O -1.2214 0.6526 -1.8218
O 0.2825 -2.9917 1.2596
C 0.3453 -4.3227 1.3785
N -0.0163 -5.4206 1.3091
H 5.0197 -2.5705 -0.6480
H 3.9378 -3.9788 -0.6159
H 4.4617 -3.1720 0.9268
H 3.1334 -0.0719 -0.6088
H 1.2058 -4.1339 -1.0139
H 0.5206 -2.1060 -3.5796
H 1.6736 -0.8415 -2.9315
H 2.1721 -4.6457 -3.0001
H -1.7735 -2.1366 -2.2051
H -1.2290 -3.7927 -2.1903
O 6.2334 2.1182 6.4289
P 5.8501 1.8996 4.9948
O 6.3181 3.3181 4.3013
C 7.7099 3.6133 4.2210
C 8.3847 2.8248 3.1123
O 4.2294 2.1607 5.1555
C 3.5405 1.7423 6.3344
C 3.1665 2.9510 7.1674
O 5.6275 1.1243 3.5675
C 4.4964 1.2961 2.6925
C 4.4323 2.6495 2.0241
H 8.1918 3.4219 5.1843
H 7.7924 4.6818 4.0170
H 8.3561 1.7525 3.3214
H 9.4280 3.1273 3.0053
H 7.8742 2.9796 2.1618
H 4.1380 1.0377 6.9128
H 2.6361 1.2183 6.0156
H 4.0430 3.5566 7.3980
H 2.6940 2.6486 8.1041
H 2.4734 3.5898 6.6170
H 3.5667 1.0552 3.2017
H 4.6136 0.5377 1.9174
H 4.1746 3.4358 2.7338
H 3.6686 2.6385 1.2448
H 5.3907 2.9093 1.5731
O -4.3460 -0.3886 -4.2395
P -5.3892 0.4095 -3.5201
O -5.9540 -0.6694 -2.4234
C -5.0860 -1.0813 -1.3587
C -4.9783 -0.0149 -0.2857
O -6.5689 0.3163 -4.6774
C -6.2212 0.3309 -6.0612
C -6.4239 -1.0472 -6.6564
O -6.1374 1.7062 -2.8216
C -7.5258 2.0135 -2.9365
C -8.4370 1.0375 -2.2266
H -4.1005 -1.3359 -1.7542
H -5.5159 -1.9890 -0.9357
H -4.5030 0.8886 -0.6786
H -4.3878 -0.3773 0.5550
H -5.9674 0.2729 0.0747
H -5.1971 0.6737 -6.2082
H -6.8808 1.0492 -6.5571
H -5.8663 -1.8009 -6.1012
H -6.1033 -1.0732 -7.6998
H -7.4775 -1.3295 -6.6075
H -7.8142 2.1458 -3.9780
H -7.6408 2.9956 -2.4699
H -8.4681 0.0763 -2.7379
H -9.4542 1.4343 -2.1970
H -8.1002 0.8609 -1.2053
```

Results
Charge = -1
Kohn-Sham gap = 6.354 eV
Lowest unoccupied orbital energy = 1.3 eV

[3]
A cluster of 3 separate species, C18H40BN2O9 in total, computed with ωB97M-V/def2-TZVPD.

Geometry as XYZ:
```
70
C18H40BN2O9, DFT ωB97M-V/def2-TZVPD
C 6.4426 0.1883 1.5599
O 5.0475 0.4939 1.5863
C 4.6754 1.4121 0.6165
N 3.2631 1.6957 0.8477
C 2.7547 2.7352 1.6060
C 1.4205 2.6154 1.5822
N 1.1043 1.5052 0.8146
B -0.2518 0.9041 0.4724
O -0.4555 0.4814 -0.8032
O -1.0834 0.7805 1.4965
C -2.4300 0.2951 1.3220
C 2.2500 0.9795 0.3896
H 6.7922 0.0116 0.5365
H 7.0224 1.0037 2.0041
H 6.5704 -0.7212 2.1411
H 4.7892 1.0163 -0.4009
H 5.2168 2.3632 0.6933
H 3.3736 3.4642 2.1025
H 0.6567 3.2173 2.0477
H -0.1762 1.0896 -1.4998
H -2.9538 0.4677 2.2600
H -2.4129 -0.7756 1.1208
H -2.9165 0.8231 0.5020
H 2.3400 0.1030 -0.2358
C -4.1561 -3.3975 7.9485
O -3.3358 -3.6247 6.8236
C -4.0556 -3.8274 5.6241
C -3.2842 -3.3123 4.4330
O -3.2428 -1.8969 4.3316
C -2.3742 -1.1962 5.2022
C -0.9197 -1.2667 4.8038
O -0.3412 -2.5177 5.1133
C 0.6515 -2.9296 4.2082
H -4.7022 -4.3007 8.2416
H -3.5053 -3.1001 8.7681
H -4.8785 -2.5959 7.7589
H -5.0290 -3.3254 5.6688
H -4.2322 -4.9013 5.4745
H -3.8182 -3.6404 3.5384
H -2.2813 -3.7452 4.4113
H -2.5059 -1.4945 6.2439
H -2.6774 -0.1497 5.1083
H -0.3729 -0.4733 5.3333
H -0.8449 -1.0703 3.7251
H 0.2889 -2.8871 3.1730
H 0.9035 -3.9606 4.4473
H 1.5588 -2.3176 4.2908
C -0.3000 3.5017 -3.8768
O 0.1944 2.3933 -4.5851
C -0.6083 1.2328 -4.4654
C -0.6135 0.4060 -5.7309
O -1.3822 0.9621 -6.7720
C -0.8282 2.0369 -7.5143
C 0.2447 1.6282 -8.4935
O 1.4574 1.3211 -7.8286
C 2.2341 0.3523 -8.4971
H -0.2129 3.3653 -2.7864
H 0.2959 4.3662 -4.1614
H -1.3498 3.6991 -4.1156
H -1.6396 1.5036 -4.2109
H -0.2016 0.6039 -3.6552
H -1.1079 -0.5376 -5.4865
H 0.4087 0.1834 -6.0468
H -0.4659 2.8336 -6.8602
H -1.6643 2.4288 -8.0961
H 0.4064 2.4612 -9.1906
H -0.1038 0.7649 -9.0716
H 1.6437 -0.5406 -8.7303
H 3.0482 0.0721 -7.8310
H 2.6600 0.7437 -9.4273
```

Results
Charge = +1
Kohn-Sham gap = 8.106 eV
Lowest unoccupied orbital energy = -2.8 eV

[4]
A structure of composition C18H40Br2Cl14NO2PS2Sb, computed with ωB97M-V/def2-TZVPD.

Geometry as XYZ:
```
81
C18H40Br2Cl14NO2PS2Sb, DFT ωB97M-V/def2-TZVPD
C 2.9418 2.8321 3.9903
C 2.0079 2.2153 2.9356
P 1.3868 3.5164 1.8232
C 2.8809 4.0248 0.8565
C 4.0012 2.9942 0.6711
Sb -0.3217 2.4358 0.2558
S 0.2361 0.0281 0.9071
Br 1.5396 2.1273 -1.6280
C -1.9061 1.6880 -0.9970
C -1.5936 1.2564 -2.4123
C -0.9379 -0.0937 -2.5575
Br -2.1643 -1.5364 -2.0405
N -1.6280 2.7703 1.8046
C -2.7924 2.3030 1.9510
C -4.0317 3.0870 1.5937
C -3.0650 0.9520 2.5831
S -0.9389 4.7445 -0.8000
C 0.3344 5.9689 -0.6295
O -2.0666 5.2855 -0.0705
O -1.1841 4.5642 -2.2203
H 3.9732 2.7434 3.6648
H 2.8682 2.2624 4.9123
H 2.7142 3.8751 4.1872
H 2.5285 1.4152 2.4231
H 1.1362 1.7970 3.4272
H 3.2842 4.8585 1.4310
H 2.5952 4.4344 -0.1042
H 3.6128 1.9850 0.5991
H 4.7460 3.0685 1.4565
H 4.5125 3.1715 -0.2739
H -0.2698 -0.0814 2.1317
H -2.6065 2.5174 -1.0587
H -2.3741 0.8595 -0.4766
H -2.5611 1.1654 -2.9151
H -1.0373 2.0061 -2.9664
H -0.0663 -0.2327 -1.9352
H -0.6900 -0.2975 -3.5898
H -3.8466 3.7117 0.7284
H -4.8504 2.4057 1.3649
H -4.3429 3.6938 2.4410
H -2.8913 0.1567 1.8598
H -4.0927 0.8718 2.9285
H -2.4100 0.8222 3.4384
H 1.1562 5.7343 -1.2970
H 0.6455 6.0226 0.4067
H -0.1124 6.9122 -0.9291
C 5.9804 1.0513 -3.4619
Cl 4.4685 1.9301 -3.6686
Cl 6.2512 0.5571 -1.7859
H 5.9511 0.1633 -4.0810
H 6.7975 1.6964 -3.7621
C -2.6493 -3.5496 1.0739
Cl -4.2623 -2.8249 1.0140
Cl -1.6751 -2.9063 2.4005
H -2.7586 -4.6149 1.2274
H -2.1389 -3.3253 0.1441
C 7.8243 4.3989 -1.6968
Cl 8.2884 3.5002 -0.2478
Cl 6.1824 5.0355 -1.6081
H 8.5088 5.2293 -1.8155
H 7.8847 3.7260 -2.5432
C -2.2556 -6.4669 3.5454
Cl -2.7668 -7.1444 1.9857
Cl -3.0277 -7.2859 4.9059
H -1.1832 -6.5873 3.6294
H -2.5275 -5.4185 3.5680
C -5.8617 0.9042 -2.4812
Cl -5.3307 0.0562 -1.0316
Cl -6.6829 2.4292 -2.1151
H -4.9883 1.1240 -3.0835
H -6.5519 0.2667 -3.0190
C -0.2064 -9.7479 0.3992
Cl 0.0622 -11.2594 1.2795
Cl 1.2130 -8.6961 0.4212
H -0.4322 -9.9934 -0.6306
H -1.0316 -9.2228 0.8630
C -1.6058 -9.9767 -3.5337
Cl -1.3527 -11.4991 -2.6643
Cl -0.1924 -8.9230 -3.4430
H -1.8053 -10.2054 -4.5726
H -2.4453 -9.4628 -3.0826
```

Results
Charge = -1
Kohn-Sham gap = 6.170 eV
Lowest unoccupied orbital energy = 1.6 eV

Number 2 is which compound? C18H40BFN2NbO14P2

lowest unoccupied orbital energy of number 3 (C18H40BN2O9)? -2.8 eV

What did the fourth record say?
A structure of composition C18H40Br2Cl14NO2PS2Sb, computed with ωB97M-V/def2-TZVPD.

Geometry as XYZ:
```
81
C18H40Br2Cl14NO2PS2Sb, DFT ωB97M-V/def2-TZVPD
C 2.9418 2.8321 3.9903
C 2.0079 2.2153 2.9356
P 1.3868 3.5164 1.8232
C 2.8809 4.0248 0.8565
C 4.0012 2.9942 0.6711
Sb -0.3217 2.4358 0.2558
S 0.2361 0.0281 0.9071
Br 1.5396 2.1273 -1.6280
C -1.9061 1.6880 -0.9970
C -1.5936 1.2564 -2.4123
C -0.9379 -0.0937 -2.5575
Br -2.1643 -1.5364 -2.0405
N -1.6280 2.7703 1.8046
C -2.7924 2.3030 1.9510
C -4.0317 3.0870 1.5937
C -3.0650 0.9520 2.5831
S -0.9389 4.7445 -0.8000
C 0.3344 5.9689 -0.6295
O -2.0666 5.2855 -0.0705
O -1.1841 4.5642 -2.2203
H 3.9732 2.7434 3.6648
H 2.8682 2.2624 4.9123
H 2.7142 3.8751 4.1872
H 2.5285 1.4152 2.4231
H 1.1362 1.7970 3.4272
H 3.2842 4.8585 1.4310
H 2.5952 4.4344 -0.1042
H 3.6128 1.9850 0.5991
H 4.7460 3.0685 1.4565
H 4.5125 3.1715 -0.2739
H -0.2698 -0.0814 2.1317
H -2.6065 2.5174 -1.0587
H -2.3741 0.8595 -0.4766
H -2.5611 1.1654 -2.9151
H -1.0373 2.0061 -2.9664
H -0.0663 -0.2327 -1.9352
H -0.6900 -0.2975 -3.5898
H -3.8466 3.7117 0.7284
H -4.8504 2.4057 1.3649
H -4.3429 3.6938 2.4410
H -2.8913 0.1567 1.8598
H -4.0927 0.8718 2.9285
H -2.4100 0.8222 3.4384
H 1.1562 5.7343 -1.2970
H 0.6455 6.0226 0.4067
H -0.1124 6.9122 -0.9291
C 5.9804 1.0513 -3.4619
Cl 4.4685 1.9301 -3.6686
Cl 6.2512 0.5571 -1.7859
H 5.9511 0.1633 -4.0810
H 6.7975 1.6964 -3.7621
C -2.6493 -3.5496 1.0739
Cl -4.2623 -2.8249 1.0140
Cl -1.6751 -2.9063 2.4005
H -2.7586 -4.6149 1.2274
H -2.1389 -3.3253 0.1441
C 7.8243 4.3989 -1.6968
Cl 8.2884 3.5002 -0.2478
Cl 6.1824 5.0355 -1.6081
H 8.5088 5.2293 -1.8155
H 7.8847 3.7260 -2.5432
C -2.2556 -6.4669 3.5454
Cl -2.7668 -7.1444 1.9857
Cl -3.0277 -7.2859 4.9059
H -1.1832 -6.5873 3.6294
H -2.5275 -5.4185 3.5680
C -5.8617 0.9042 -2.4812
Cl -5.3307 0.0562 -1.0316
Cl -6.6829 2.4292 -2.1151
H -4.9883 1.1240 -3.0835
H -6.5519 0.2667 -3.0190
C -0.2064 -9.7479 0.3992
Cl 0.0622 -11.2594 1.2795
Cl 1.2130 -8.6961 0.4212
H -0.4322 -9.9934 -0.6306
H -1.0316 -9.2228 0.8630
C -1.6058 -9.9767 -3.5337
Cl -1.3527 -11.4991 -2.6643
Cl -0.1924 -8.9230 -3.4430
H -1.8053 -10.2054 -4.5726
H -2.4453 -9.4628 -3.0826
```

Results
Charge = -1
Kohn-Sham gap = 6.170 eV
Lowest unoccupied orbital energy = 1.6 eV